Computed, not measured: a molecular structure, C5H7NO, with the ωB97M-V functional and the def2-TZVPD basis.

The geometry in XYZ format:
```
14
Properties=species:S:1:pos:R:3:forces:R:3:mulliken_charge:R:1
C 0.19102 -1.78986 -0.21690 0.0 -0.2 0.0 -0.82
N 0.15813 -0.36564 0.05711 0.0 0.2 0.0 0.16
C 1.15102 0.52034 -0.14660 -0.2 0.0 0.2 -0.30
C 0.53787 1.83286 0.09115 0.2 0.2 0.1 -0.39
C -0.84442 1.71447 0.47522 0.3 -0.4 -0.2 -1.17
C -0.97521 0.34805 0.42785 0.0 0.1 -0.1 0.68
O -2.07240 -0.42383 0.63665 0.0 0.2 0.0 -0.48
H -0.50118 -2.03760 -1.02497 0.1 0.0 0.1 0.31
H -0.10717 -2.33961 0.67692 0.0 0.0 -0.1 0.29
H 1.20283 -2.08242 -0.50042 -0.1 0.1 0.0 0.30
H 2.16823 0.23563 -0.37176 -0.1 0.0 0.0 0.43
H 1.15502 2.72898 0.14263 -0.1 -0.2 0.0 0.46
H 0.70485 1.44106 -1.09033 -0.1 0.1 -0.1 0.18
H -2.76859 0.21757 0.84345 0.0 -0.1 0.0 0.36
```
Positions in Å, forces in eV/Å.

Summary:
HOMO-LUMO gap ... 8.25 eV
Energy ... -324.5676 a.u.
Relative energy (zero: lowest compared OMol25 entry of this formula, charge and spin) ... 98.4 kcal per mole